{
  "formula": "C44H62BN9O3PSSc",
  "method": "the ωB97M-V functional and the def2-TZVPD basis",
  "gap_ev": 6.69,
  "e_homo_ev": -6.45,
  "energy_ha": -3957.755590,
  "e_above_lowest_ev": 0.2398,
  "species": ["Sc", "C", "N", "C", "C", "N", "C", "P", "C", "N", "C", "C", "N", "C", "C", "N", "C", "C", "N", "C", "H", "H", "H", "H", "H", "H", "H", "H", "H", "H", "H", "H", "H", "H", "H", "C", "C", "C", "C", "C", "C", "C", "C", "N", "C", "C", "C", "C", "C", "C", "C", "C", "C", "C", "H", "H", "H", "H", "H", "H", "H", "H", "H", "H", "H", "H", "H", "H", "H", "H", "H", "H", "H", "H", "H", "H", "H", "H", "C", "C", "C", "O", "H", "H", "H", "H", "H", "H", "C", "C", "C", "C", "N", "C", "S", "N", "H", "H", "H", "H", "H", "C", "C", "C", "O", "B", "O", "C", "C", "C", "H", "H", "H", "H", "H", "H", "H", "H", "H", "H", "H", "H"],
  "coordinates": [[0.151052, -0.311744, -0.485152], [4.390500, 0.459875, 3.479640], [3.684364, 0.625023, 2.224934], [3.853620, 1.665402, 1.358771], [2.886706, 1.529334, 0.408318], [2.122686, 0.435940, 0.683347], [2.631650, -0.099092, 1.778564], [1.956620, -1.539195, 2.634416], [1.843097, -2.573873, 1.139872], [1.401498, -2.213998, -0.055105], [1.687833, -3.235011, -0.908185], [2.302939, -4.237482, -0.220247], [2.396094, -3.811616, 1.076770], [3.027227, -4.547407, 2.158071], [0.263264, -0.909990, 2.768940], [-0.437535, -0.461935, 1.741846], [-1.555182, 0.123089, 2.260753], [-1.521553, 0.027014, 3.619042], [-0.362555, -0.614727, 3.932047], [0.159397, -0.712963, 5.279015], [5.210915, 1.172440, 3.503163], [3.718118, 0.671283, 4.312041], [4.793007, -0.548177, 3.567680], [4.604718, 2.418335, 1.512426], [2.687797, 2.158035, -0.441142], [1.433236, -3.179686, -1.951326], [2.672002, -5.198116, -0.529793], [3.184201, -5.570853, 1.827406], [3.987899, -4.105102, 2.419285], [2.385038, -4.555514, 3.035883], [-2.287485, 0.593865, 1.628957], [-2.170140, 0.419602, 4.378841], [-0.580804, -1.178218, 5.927820], [1.063309, -1.319656, 5.275231], [0.389603, 0.295884, 5.628657], [-0.751664, 1.755318, -4.735221], [-1.681381, 1.237000, -3.673280], [-2.933561, 1.800787, -3.481048], [-3.814248, 1.248674, -2.547248], [-5.193261, 1.831782, -2.366634], [-3.424784, 0.168551, -1.778903], [-2.143368, -0.413760, -1.909054], [-1.321593, 0.125475, -2.908575], [-1.591178, -1.369040, -1.075712], [-2.432241, -2.499181, -0.616530], [-3.380770, -2.181506, 0.562732], [-4.181944, -3.420591, 0.984492], [-3.221506, -4.513879, 1.458159], [-2.276851, -4.866346, 0.305455], [-3.088930, -5.404050, -0.870700], [-4.057566, -4.323473, -1.347036], [-4.998702, -3.938102, -0.202598], [-3.257038, -3.097954, -1.786093], [-1.507417, -3.619136, -0.131469], [-1.011851, 2.775396, -5.021026], [-0.822798, 1.134949, -5.632704], [0.284803, 1.735675, -4.397888], [-3.240984, 2.655304, -4.074052], [-5.269042, 2.815820, -2.829564], [-5.448516, 1.931248, -1.310352], [-5.949813, 1.191312, -2.824801], [-4.120526, -0.190369, -1.034248], [-0.347078, -0.324926, -3.085966], [-4.083340, -1.378407, 0.331381], [-2.771843, -1.841678, 1.401041], [-4.860851, -3.142135, 1.796232], [-3.775770, -5.400914, 1.779874], [-2.649391, -4.153337, 2.320729], [-1.559067, -5.628828, 0.629561], [-3.639157, -6.299529, -0.561615], [-2.423704, -5.694485, -1.689335], [-4.645500, -4.705825, -2.186631], [-5.599647, -4.801657, 0.099467], [-5.693644, -3.161674, -0.539553], [-3.915371, -2.338116, -2.193607], [-2.551693, -3.371469, -2.580401], [-0.827603, -3.884384, -0.943992], [-0.910725, -3.246674, 0.691301], [-2.304666, 3.389821, 0.026748], [-0.937398, 2.815985, -0.177638], [0.225257, 3.736824, -0.275761], [-0.765043, 1.602153, -0.177547], [-2.266132, 4.036066, 0.911187], [-3.036859, 2.596641, 0.150511], [-2.562317, 4.003401, -0.837795], [-0.081482, 4.766248, -0.442854], [0.898230, 3.400401, -1.062168], [0.733254, 3.643539, 0.700341], [-2.816918, 5.515669, 3.022060], [-2.009068, 4.559507, 3.852616], [-2.336386, 4.293228, 5.179274], [-1.555651, 3.337779, 5.808568], [-0.534660, 2.724435, 5.231529], [-0.242677, 3.081635, 3.950236], [1.113082, 2.397559, 3.168919], [-0.989263, 3.972432, 3.249356], [-3.374121, 6.214714, 3.645589], [-3.534121, 4.962894, 2.411512], [-2.164623, 6.073778, 2.352780], [-3.156178, 4.788476, 5.678539], [-1.768604, 3.046179, 6.834333], [3.301365, 1.336550, -5.216523], [3.417573, 0.968468, -3.748672], [4.335737, 1.951605, -3.033817], [2.108099, 1.079210, -3.143046], [1.938432, 0.073656, -2.188050], [3.040556, -0.790147, -2.258531], [3.783634, -0.511549, -3.465723], [5.255187, -0.778072, -3.210857], [3.257140, -1.461314, -4.539005], [3.022392, 2.386931, -5.305231], [2.542317, 0.742570, -5.721238], [4.255948, 1.194320, -5.728293], [3.900695, 2.949652, -3.098226], [5.324709, 1.978239, -3.494748], [4.451684, 1.686281, -1.981972], [5.616471, -0.219615, -2.350649], [5.855299, -0.509039, -4.083140], [5.402633, -1.839904, -3.012615], [2.197603, -1.283997, -4.726545], [3.375044, -2.485879, -4.184000], [3.801907, -1.357465, -5.478730]],
  "atomic_forces_ev_per_a": [[0.298, -0.012, -0.277], [0.003, -0.018, 0.108], [0.111, -0.034, -0.082], [-0.069, 0.038, -0.050], [0.000, 0.085, -0.052], [0.042, -0.061, 0.033], [-0.002, 0.306, 0.069], [0.027, -0.022, 0.136], [-0.024, -0.124, 0.022], [-0.153, 0.019, 0.164], [-0.009, -0.045, -0.028], [-0.025, 0.020, -0.092], [-0.020, 0.028, 0.018], [0.020, -0.014, 0.032], [0.049, 0.229, 0.004], [-0.142, -0.214, -0.045], [-0.026, 0.019, 0.042], [0.002, 0.215, -0.134], [-0.036, -0.255, -0.107], [0.179, 0.046, 0.156], [0.004, -0.023, 0.007], [-0.014, 0.027, -0.029], [-0.020, 0.004, -0.006], [0.034, 0.010, 0.005], [0.019, -0.024, -0.028], [0.003, -0.001, -0.035], [0.023, -0.032, -0.014], [0.000, 0.004, 0.010], [-0.008, -0.010, 0.005], [0.013, 0.005, -0.003], [-0.046, -0.057, 0.009], [-0.062, 0.011, 0.063], [-0.007, -0.005, -0.008], [-0.048, 0.012, 0.000], [0.006, -0.014, -0.007], [0.026, 0.032, -0.032], [-0.141, 0.023, 0.064], [0.090, -0.053, 0.005], [-0.061, 0.016, -0.006], [0.020, 0.020, -0.031], [-0.049, 0.083, 0.044], [-0.243, 0.212, -0.163], [0.318, 0.173, -0.118], [-0.003, -0.594, 0.280], [-0.219, -0.026, -0.225], [-0.001, -0.025, 0.032], [0.003, -0.046, -0.020], [0.039, 0.069, -0.029], [0.041, -0.019, 0.102], [-0.074, -0.117, 0.053], [-0.018, 0.012, 0.071], [-0.015, 0.054, -0.013], [0.365, 0.156, 0.079], [-0.055, -0.114, -0.255], [-0.019, -0.004, 0.000], [0.010, -0.001, -0.002], [-0.040, -0.019, 0.016], [-0.007, 0.006, -0.015], [-0.003, 0.005, 0.007], [-0.001, -0.005, 0.012], [0.001, -0.005, -0.006], [0.045, -0.024, -0.051], [-0.183, -0.098, -0.069], [0.104, -0.080, -0.025], [-0.018, 0.017, 0.048], [0.026, -0.015, 0.028], [-0.019, -0.006, 0.000], [0.005, -0.020, -0.022], [-0.026, 0.032, 0.023], [-0.002, -0.002, -0.030], [0.018, -0.003, -0.005], [0.028, 0.056, -0.039], [0.006, -0.010, 0.009], [-0.006, -0.009, -0.007], [-0.204, 0.129, -0.107], [-0.051, 0.039, -0.001], [0.019, 0.056, -0.013], [0.265, 0.127, 0.330], [0.208, -0.068, 0.055], [-0.013, 0.052, 0.311], [-0.059, 0.003, 0.047], [-0.044, 0.082, -0.216], [0.054, -0.133, -0.158], [-0.037, -0.015, -0.014], [-0.016, 0.036, -0.021], [0.030, 0.028, 0.038], [0.038, -0.044, -0.049], [-0.053, 0.074, -0.075], [-0.057, 0.087, 0.094], [-0.057, 0.040, 0.094], [0.019, -0.032, -0.040], [-0.023, 0.008, -0.031], [-0.052, -0.020, -0.065], [0.098, -0.022, 0.080], [0.155, -0.099, 0.086], [-0.090, 0.003, -0.099], [-0.012, -0.016, -0.012], [-0.048, 0.025, 0.021], [0.025, 0.001, -0.014], [-0.015, -0.003, 0.022], [0.008, 0.007, 0.015], [0.045, 0.009, 0.000], [-0.054, 0.015, 0.053], [0.048, -0.007, -0.015], [0.065, 0.075, -0.033], [-0.224, -0.225, 0.249], [0.059, 0.021, -0.177], [-0.087, -0.062, 0.039], [0.001, 0.017, -0.041], [0.037, -0.007, 0.025], [0.002, 0.020, -0.001], [-0.015, -0.012, 0.009], [0.006, 0.000, -0.008], [-0.012, 0.009, 0.018], [0.008, 0.008, -0.003], [-0.024, 0.008, -0.018], [0.007, 0.018, 0.031], [0.010, 0.006, -0.008], [-0.008, -0.021, 0.002], [-0.022, 0.003, -0.001], [-0.002, -0.010, 0.004], [0.011, 0.002, -0.004]]
}


{
  "formula": "C19H15N3O3S",
  "method": "the ωB97M-V functional and the def2-TZVPD basis",
  "gap_ev": 6.98,
  "e_homo_ev": -7.96,
  "smiles": "O=c1[nH]c2cccc3c2nc1-c1cccc2c(=O)n(sc12)CCCCO3",
  "energy_ha": -1521.114804,
  "e_above_lowest_ev": 3.0009,
  "species": ["O", "C", "N", "C", "C", "C", "C", "C", "C", "N", "C", "C", "C", "C", "C", "C", "C", "O", "N", "S", "C", "C", "C", "C", "C", "O", "H", "H", "H", "H", "H", "H", "H", "H", "H", "H", "H", "H", "H", "H", "H"],
  "coordinates": [[0.475336, 3.069738, -3.126787], [-0.178339, 2.509289, -2.245176], [-1.544043, 2.880719, -2.140174], [-2.383048, 2.132856, -1.283571], [-3.764360, 2.395755, -1.305871], [-4.638887, 1.661552, -0.525028], [-4.081625, 0.615701, 0.369746], [-2.650986, 0.380602, 0.424344], [-1.818002, 1.054614, -0.437873], [-0.497001, 0.684743, -0.582786], [0.318183, 1.328702, -1.414074], [1.655854, 0.702448, -1.487499], [2.776684, 1.411619, -2.014486], [4.084408, 0.913355, -1.776838], [4.291169, -0.256409, -1.063919], [3.282227, -1.071414, -0.713295], [3.077150, -2.249966, 0.153967], [4.154726, -2.716324, 0.570175], [1.783823, -2.678017, 0.321583], [0.766269, -1.896230, -0.849858], [1.963562, -0.631709, -1.108419], [1.308080, -3.149082, 1.662555], [-0.106620, -2.536538, 2.151092], [-0.161928, -1.039048, 2.583966], [-1.525414, -0.322563, 2.454087], [-2.201660, -0.565887, 1.235991], [-1.768511, 3.845904, -2.372539], [-4.225209, 3.245750, -1.933857], [-5.752951, 1.755393, -0.562190], [-4.733110, -0.110202, 0.811383], [2.780616, 2.374910, -2.495139], [4.933628, 1.355179, -2.118747], [5.217379, -0.590560, -0.808956], [1.164934, -4.258129, 1.622937], [2.002209, -2.920929, 2.550863], [-0.769984, -2.539772, 1.322075], [-0.529305, -3.225086, 2.869903], [0.191640, -0.901461, 3.613285], [0.562943, -0.553062, 1.911797], [-1.317968, 0.801088, 2.599554], [-2.141867, -0.907527, 3.137778]],
  "atomic_forces_ev_per_a": [[-0.056, -0.581, 1.519], [-0.003, 0.710, -2.098], [1.356, -1.945, 2.162], [-0.297, -0.409, 0.525], [-0.704, 1.422, -0.472], [0.829, -2.796, 2.055], [1.105, 1.877, -2.346], [-3.396, 0.802, 0.008], [0.176, 2.824, -2.602], [0.855, 1.786, -1.014], [-2.446, -1.563, 1.245], [1.635, 0.362, -1.826], [1.647, -0.778, 1.203], [-3.203, -1.371, 0.574], [-0.508, 0.452, -0.378], [-6.164, 0.805, -1.012], [4.669, -0.648, -0.311], [-2.288, -0.434, 0.904], [0.542, 0.366, 0.729], [0.006, 0.096, 0.909], [-0.255, 0.783, 0.954], [-1.322, 0.082, 1.596], [0.901, 0.475, -0.652], [1.253, -0.302, -1.021], [1.211, 0.012, 0.380], [0.337, -1.372, -0.434], [-0.014, -0.538, -0.278], [1.147, -1.448, 0.834], [1.271, 0.132, -0.057], [-0.200, 0.004, 0.592], [-0.826, 0.153, 0.014], [1.993, 1.738, -1.024], [2.852, -0.518, 0.633], [0.223, 0.924, 0.035], [-0.268, -0.242, -1.949], [-0.666, -0.462, -0.980], [0.072, -0.113, 0.420], [-0.103, 0.063, -0.131], [-0.116, 0.207, 0.263], [-0.892, -1.698, 0.215], [-0.352, 1.140, 0.817]]
}